An isolated molecule of C26H36N4OS, computed with ωB97M-V with the def2-TZVPD basis set.

Summary:
Kohn-Sham gap   8.18 eV
HOMO energy   -7.555 eV
SMILES   CCN1CCN(CCCNC(=O)c2ccc3c(c2)N(Cc2ccc(C)cc2)CCS3)CC1
Largest force on an atom   0.46 eV Å⁻¹
Energy relative to the best compared isomer or geometry (same formula, charge and spin)   0.0 kcal/mol

```
! wB97M-V def2-TZVPD RIJCOSX def2/J DEFGRID3
* xyz 0 1
C 2.56014 3.57660 1.57320
H 1.65944 3.17221 2.02802
H 2.38160 4.62335 1.34021
H 3.37473 3.50852 2.28924
C 2.92665 2.83009 0.29657
N 3.44484 1.49558 0.55756
C 2.43022 0.60402 1.09122
C 3.01768 -0.77612 1.36203
N 3.56021 -1.34067 0.13929
C 4.60229 -0.45736 -0.35013
C 4.00156 0.91229 -0.64963
H 4.78555 1.57420 -1.02593
H 3.22940 0.80388 -1.43270
H 5.02302 -0.87554 -1.26850
H 5.41419 -0.34146 0.38782
C 3.99903 -2.72122 0.29656
C 2.83091 -3.71234 0.32820
H 2.14416 -3.46081 1.13683
C 2.05141 -3.74794 -0.99097
N 1.50307 -2.45517 -1.31989
C 0.19836 -2.14630 -1.11927
O -0.66078 -2.96360 -0.84459
C -0.07151 -0.68583 -1.27784
C -0.96129 -0.08924 -0.40023
C -1.19580 1.29116 -0.39237
C -0.52864 2.04438 -1.37519
C 0.32728 1.43641 -2.28437
C 0.58370 0.08279 -2.23540
H 1.25303 -0.37303 -2.94825
H 0.80119 2.05983 -3.02870
S -0.70246 3.79819 -1.56043
C -2.21442 4.01821 -0.58689
C -2.05532 3.28105 0.73306
N -2.05064 1.85419 0.53120
C -2.67708 1.02108 1.53314
C -3.68210 0.05486 0.94848
C -4.43452 0.40056 -0.16386
C -5.35585 -0.48407 -0.69282
C -5.55399 -1.73279 -0.12037
C -4.80725 -2.07077 1.00172
C -3.88257 -1.19059 1.52867
H -3.30462 -1.47617 2.39683
H -4.94522 -3.03888 1.46091
C -6.52664 -2.70871 -0.70777
H -7.24314 -2.20637 -1.35327
H -7.06565 -3.23764 0.07573
H -5.99089 -3.44840 -1.30312
H -5.92681 -0.20005 -1.56553
H -4.29130 1.36627 -0.62633
H -3.19814 1.68074 2.23486
H -1.92265 0.46801 2.11124
H -2.89506 3.53528 1.38574
H -1.12734 3.62277 1.21905
H -2.33664 5.08877 -0.43326
H -3.05789 3.62784 -1.15671
H -1.46462 -0.73707 0.29623
H 2.18205 -1.70329 -1.23931
H 1.21676 -4.44959 -0.91676
H 2.71439 -4.06525 -1.80359
H 3.23082 -4.70795 0.52775
H 4.63585 -2.96523 -0.55888
H 4.60537 -2.84432 1.21087
H 2.22546 -1.42513 1.73857
H 3.80120 -0.69174 2.13545
H 2.06231 1.01340 2.03319
H 1.58068 0.50487 0.39453
H 2.05284 2.79535 -0.37740
H 3.71944 3.38386 -0.21371
*
```


A cluster of 2 separate species, C3H6N2O in total in a non-equilibrium geometry, computed with ωB97M-V with the def2-TZVPD basis set.

Summary:
Kohn-Sham gap (spin up / spin down)   8.04 / 8.05 eV
HOMO energy (spin up / spin down)   -8.748 / -8.749 eV
Largest force on an atom   1.10 eV Å⁻¹
Energy relative to the best compared isomer or geometry (same formula, charge and spin)   119.5 kcal/mol

```
! wB97M-V def2-TZVPD RIJCOSX def2/J DEFGRID3
* xyz 0 1
N 0.43484 0.75310 0.89234
C -0.50945 0.62883 -0.20212
C -0.06552 -0.72695 -0.57860
O 1.94136 -0.89937 -0.16698
C -1.93846 0.68254 0.15095
N -3.05339 0.69137 0.46042
H -0.00191 0.37017 1.73246
H 1.62284 -0.11186 0.45099
H -0.30935 1.37186 -0.98230
H -0.38018 -1.53944 0.06629
H 0.23906 -0.99930 -1.58381
H 2.47251 -0.50420 -0.87792
*
```


A structure of composition C4H3O2Ru in a non-equilibrium geometry, computed with ωB97M-V with the def2-TZVPD basis set.

Summary:
Kohn-Sham gap (spin up / spin down)   7.21 / 6.01 eV
HOMO energy (spin up / spin down)   -12.342 / -14.068 eV
Largest force on an atom   3.53 eV Å⁻¹

```
! wB97M-V def2-TZVPD RIJCOSX def2/J DEFGRID3
* xyz 1 7
O 1.22912 -0.26802 -1.96153
C 1.03057 -0.29161 -0.70148
C 0.94747 0.96118 0.17727
C 0.05780 -0.06113 0.79872
C -1.21473 -0.50142 0.95517
H 0.48689 1.86122 -0.26271
H 1.90379 1.14876 0.68819
H -1.84432 -0.13774 1.77971
Ru -0.75682 -1.46154 -1.50345
O -1.83977 -1.24969 0.03012
*
```


A structure of composition C21H39Cl5N6OPtSSbSi3 in a non-equilibrium geometry, computed with ωB97M-V with the def2-TZVPD basis set.

Summary:
Kohn-Sham gap (spin up / spin down)   5.16 / 5.22 eV
HOMO energy (spin up / spin down)   -15.881 / -15.905 eV
Largest force on an atom   2.26 eV Å⁻¹
Energy relative to the best compared isomer or geometry (same formula, charge and spin)   98.2 kcal/mol

```
! wB97M-V def2-TZVPD RIJCOSX def2/J DEFGRID3
* xyz 3 1
Pt 0.28095 -0.86299 1.35217
N 0.52425 0.89411 3.49597
N -0.34445 0.42241 4.48937
C -1.38685 -0.38399 4.21477
N -2.11185 -0.82209 5.23727
S -1.88275 -0.72879 2.63937
H 1.48845 0.64871 3.72157
H 0.45285 1.90871 3.43387
H -0.04475 0.48841 5.45787
H -1.83775 -0.65929 6.19397
H -2.88975 -1.44159 5.07617
Cl 1.20475 -2.27549 4.02797
C 2.54695 -1.58179 3.20127
C 2.30995 -1.01139 1.95017
C 3.41445 -0.48819 1.29337
Cl 3.18065 0.18061 -0.26923
C 4.69855 -0.47299 1.83547
Cl 6.02765 0.20591 0.98607
C 4.89105 -1.02509 3.11027
Cl 6.43715 -0.99529 3.83867
C 3.80865 -1.60119 3.79297
Cl 4.03295 -2.32079 5.33467
C -2.47445 2.65941 1.89527
Si -3.01795 1.90081 0.23547
C -4.18875 0.40791 0.24147
C -3.42455 3.20041 -1.08833
Sb -0.38145 0.79091 -0.69393
Si 1.43035 3.21461 -1.10713
C 2.72685 2.80371 -2.42043
C 0.23585 4.58151 -1.66003
C 1.87425 3.28471 0.73467
Si -0.93985 0.40841 -3.59993
C 0.78655 0.35441 -4.39523
C -1.86375 -1.24449 -3.49133
C -1.98365 1.90631 -4.13813
H -3.26815 3.29651 2.27957
H -1.58565 3.27691 1.79687
H -2.28235 1.89291 2.63937
H -4.98315 0.57191 0.96717
H -3.68915 -0.51719 0.51577
H -4.66575 0.27201 -0.72623
H -4.27855 3.77511 -0.73813
H -3.71485 2.75181 -2.03123
H -2.62655 3.90881 -1.27973
H 2.35155 2.97391 -3.42553
H 3.12075 1.79621 -2.35713
H 3.56675 3.48111 -2.28143
H -0.24345 4.37841 -2.61333
H 0.82075 5.48981 -1.79703
H -0.52715 4.81161 -0.92203
H 1.95205 2.30041 1.18767
H 1.14555 3.87081 1.28707
H 2.83335 3.78161 0.85157
H 1.58475 0.12401 -3.69723
H 1.01165 1.30441 -4.87233
H 0.79365 -0.39919 -5.18163
H -1.31615 -1.98789 -2.92243
H -2.00505 -1.64459 -4.49283
H -2.84675 -1.13889 -3.04483
H -1.75525 2.82331 -3.60263
H -3.04615 1.70631 -4.02823
H -1.81195 2.09101 -5.19853
C -1.10705 -5.84939 0.76487
N -0.48355 -4.85299 -0.08423
C -0.07795 -5.15479 -1.32863
C 0.59525 -4.25559 -2.09893
C 0.88985 -2.99509 -1.52243
N 0.41765 -2.68369 -0.32263
C -0.26215 -3.58399 0.43657
O -0.66575 -3.26349 1.54377
N 1.59195 -2.06019 -2.19343
H -1.70765 -6.53279 0.16767
H -1.73605 -5.34179 1.49527
H -0.34395 -6.42289 1.29587
H -0.29925 -6.15109 -1.68113
H 0.93745 -4.49579 -3.09073
H 2.12305 -2.35839 -2.99863
H 2.01275 -1.33589 -1.62243
*
```


A structure of composition C35H55BrCrFINOSi3, computed with ωB97M-V with the def2-TZVPD basis set.

Summary:
Kohn-Sham gap (spin up / spin down)   6.67 / 6.52 eV
HOMO energy (spin up / spin down)   -4.406 / -4.503 eV
Largest force on an atom   0.94 eV Å⁻¹
Energy relative to the best compared isomer or geometry (same formula, charge and spin)   0.0 kcal/mol

```
! wB97M-V def2-TZVPD RIJCOSX def2/J DEFGRID3
* xyz -1 5
Cr 0.12319 0.20243 0.86339
C 0.86383 1.52257 4.24225
O 0.10661 1.36792 3.08476
Si -0.93821 2.52399 2.50734
C 0.15650 4.08786 2.22786
C -2.09480 3.03410 3.95828
C -1.64590 1.57417 1.05167
Si -3.28593 0.67535 1.45986
C -3.80855 -0.80711 0.35545
C -3.50900 -0.08459 3.21415
C -4.77973 1.88141 1.31257
Si -1.91358 2.84129 -0.35330
C -2.99428 2.40163 -1.88102
C -0.21620 3.39167 -1.06074
C -2.74096 4.47323 0.26210
H 0.21363 1.63135 5.11410
H 1.50442 2.40565 4.17078
H 1.49120 0.64050 4.37260
H 0.39474 4.57678 3.17121
H -0.33637 4.82127 1.60205
H 1.09986 3.83377 1.75166
H -1.82469 3.99696 4.38218
H -2.05217 2.29991 4.75749
H -3.12552 3.09349 3.62985
H -3.12123 -1.63989 0.45276
H -3.86004 -0.54910 -0.69528
H -4.79261 -1.15620 0.65761
H -2.74740 -0.82539 3.42374
H -4.47224 -0.58433 3.28159
H -3.47503 0.66216 3.99808
H -4.95383 2.16757 0.28185
H -4.62819 2.79462 1.87865
H -5.68865 1.41318 1.67905
H -2.40340 2.02365 -2.70867
H -3.50627 3.29646 -2.22749
H -3.74495 1.65115 -1.66271
H 0.59336 3.03030 -0.43342
H -0.12248 4.47111 -1.12036
H -0.06237 3.00282 -2.06140
H -3.77225 4.53926 -0.06060
H -2.22763 5.34058 -0.14059
H -2.73366 4.56613 1.34083
C -0.33677 -3.86785 -0.07200
C 1.18717 -4.00354 -0.10979
C 1.79435 -3.93567 1.28865
C 1.76506 -3.05062 -1.14575
C 1.85446 -3.63164 -2.40860
C 2.35729 -2.95808 -3.49690
C 2.83929 -1.68253 -3.30649
C 2.76510 -1.04654 -2.07523
C 3.35109 0.35747 -2.08121
C 4.70785 0.45961 -1.37563
C 2.38469 1.42394 -1.58721
C 2.15988 -1.70489 -0.97353
N 1.94927 -0.96152 0.21888
C 3.01206 -0.85774 1.02538
C 4.12389 -1.74311 1.04817
C 5.13395 -1.61629 1.97017
C 5.14200 -0.59268 2.91089
C 4.12524 0.35397 2.86850
C 3.12771 0.21006 1.93947
F 2.20106 1.24232 1.77719
H -0.76611 -4.60398 0.60831
H -0.75368 -4.01480 -1.06655
H -0.60679 -2.87132 0.25887
H 1.40363 -5.01624 -0.48093
H 1.60162 -2.97712 1.75203
H 2.87135 -4.08929 1.24884
H 1.35964 -4.72207 1.90918
H 1.50784 -4.64739 -2.54623
H 2.38891 -3.42152 -4.47156
H 3.26006 -1.15021 -4.14702
H 3.53968 0.59386 -3.13522
H 4.60106 0.46701 -0.29605
H 5.19930 1.38452 -1.67727
H 5.34934 -0.37564 -1.64978
H 2.11314 1.25611 -0.54759
H 1.48572 1.39613 -2.19653
H 2.83571 2.41127 -1.67790
H 4.16662 -2.52224 0.30437
H 5.94801 -2.32856 1.95087
H 5.94671 -0.49960 3.62488
H 4.11267 1.21240 3.52663
Br -0.04611 0.27838 -5.14572
C -1.41244 -1.05504 -5.01955
C -1.95940 -1.52408 -6.20283
C -2.95236 -2.48507 -6.13593
C -3.37862 -2.96133 -4.90681
C -2.81544 -2.47219 -3.73636
C -1.83121 -1.51172 -3.80041
I -0.86900 -0.47176 -1.52994
H -1.60176 -1.14970 -7.15080
H -3.38261 -2.86480 -7.05261
H -4.15040 -3.71715 -4.85781
H -3.15020 -2.82363 -2.77180
C -0.14102 -1.23343 2.38021
H 0.83996 -1.43631 2.83152
H -0.57151 -2.20103 2.12378
H -0.75621 -0.83680 3.18857
*
```


The ion C2H3N4 with charge +1 in a non-equilibrium geometry, computed with ωB97M-V with the def2-TZVPD basis set.

Summary:
Kohn-Sham gap (spin up / spin down)   7.56 / 7.56 eV
HOMO energy (spin up / spin down)   -14.600 / -14.600 eV
SMILES   [H]/N=N\N=[N+]=C=C
Largest force on an atom   6.78 eV Å⁻¹
Energy relative to the best compared isomer or geometry (same formula, charge and spin)   98.6 kcal/mol

```
! wB97M-V def2-TZVPD RIJCOSX def2/J DEFGRID3
* xyz 1 1
C -1.23175 0.53737 0.42782
C -2.32510 0.48739 -0.18055
N -0.14908 0.58454 1.04681
N 2.80406 -0.79482 -0.31406
N 0.78365 -0.43276 0.78422
N 1.86045 -0.33572 0.28288
H -2.19828 1.41298 -0.89509
H -3.20909 -0.19837 -0.64657
H 3.66514 -1.26062 -0.50545
*
```